Formula: C41H61BCoNO4Si
Source: the Open Molecules 2025 dataset
Level of theory: ωB97M-V/def2-TZVPD

Calculated values
2S+1: 5
Total charge: 0
Frontier orbital gap (alpha / beta) in eV: 6.45 / 5.52
Electronic energy in a.u.: -3651.822186
Energy relative to the best compared isomer or geometry (same formula, charge and spin) in kcal/mol: 18.1
HOMO energy (alpha / beta) in eV: -6.8 / -7.3

XYZ file:
```
110
Properties=species:S:1:pos:R:3:lowdin_spin:R:1
Co 0.0398 -0.8433 -0.0732 2.613
C -2.4980 5.0074 -3.2801 0.000
C -3.2237 4.5360 -2.0127 0.001
C -2.7939 5.4155 -0.8305 0.000
C -4.7256 4.7295 -2.2262 0.001
C -2.8534 3.0803 -1.7297 0.026
C -1.5285 2.7432 -1.5437 0.053
C -1.1592 1.4174 -1.2584 0.046
N 0.0819 0.9174 -1.0586 0.332
C 1.3068 1.3031 -1.4838 0.023
C 1.6611 2.4708 -2.1738 0.068
C 2.9696 2.6804 -2.5703 0.012
C 3.9199 1.6914 -2.2861 0.095
C 3.6293 0.4846 -1.6543 0.005
C 2.2934 0.2817 -1.2482 0.096
O 1.8930 -0.8354 -0.6479 0.158
C 4.7055 -0.5680 -1.4103 -0.003
C 4.8085 -0.8884 0.0874 -0.001
C 4.3535 -1.8317 -2.2045 -0.001
C 6.0896 -0.1053 -1.8739 0.000
C 3.3241 3.9725 -3.3077 -0.001
C 2.5237 4.0448 -4.6142 -0.001
C 4.8114 4.0619 -3.6487 0.001
C 2.9668 5.1803 -2.4297 -0.001
C -2.1698 0.3965 -1.1293 0.112
O -1.7828 -0.8213 -0.8466 0.163
C -3.5293 0.7386 -1.3441 0.010
C -3.8150 2.0626 -1.6364 0.092
C -4.6260 -0.3185 -1.2496 -0.002
C -4.6367 -0.9543 0.1510 -0.001
C -6.0194 0.2643 -1.4919 0.000
C -4.3723 -1.3922 -2.3150 0.000
H -2.7513 6.0483 -3.4938 0.000
H -2.7786 4.4017 -4.1431 0.000
H -1.4142 4.9457 -3.1707 0.000
H -3.0496 6.4597 -1.0238 0.000
H -1.7178 5.3618 -0.6618 0.000
H -3.2910 5.1063 0.0900 0.000
H -4.9315 5.7809 -2.4335 0.000
H -5.3051 4.4497 -1.3447 0.000
H -5.0921 4.1472 -3.0735 0.000
H -0.7711 3.5122 -1.5536 0.002
H 0.9043 3.1995 -2.4158 0.004
H 4.9396 1.8714 -2.5845 0.006
H 3.8638 -1.2472 0.4886 0.000
H 5.1033 -0.0007 0.6500 0.000
H 5.5721 -1.6542 0.2459 0.000
H 3.4028 -2.2483 -1.8792 0.000
H 5.1308 -2.5884 -2.0738 0.000
H 4.2807 -1.6070 -3.2707 0.000
H 6.4201 0.7889 -1.3425 0.000
H 6.1210 0.0996 -2.9454 0.000
H 6.8141 -0.8952 -1.6710 0.000
H 2.7584 3.2012 -5.2652 0.000
H 2.7598 4.9669 -5.1502 0.000
H 1.4492 4.0323 -4.4277 0.000
H 5.1266 3.2490 -4.3057 0.000
H 5.4374 4.0401 -2.7549 0.000
H 5.0112 5.0004 -4.1681 0.000
H 1.9020 5.2017 -2.1948 0.000
H 3.2123 6.1111 -2.9457 0.000
H 3.5147 5.1564 -1.4867 0.000
H -4.8485 2.3327 -1.7835 0.005
H -4.8409 -0.1979 0.9110 0.000
H -3.6870 -1.4320 0.3821 0.000
H -5.4273 -1.7062 0.2060 0.000
H -6.2810 1.0184 -0.7471 0.000
H -6.7559 -0.5375 -1.4199 0.000
H -6.1168 0.7104 -2.4835 0.000
H -3.3969 -1.8512 -2.1793 0.000
H -4.4101 -0.9599 -3.3168 0.000
H -5.1383 -2.1696 -2.2531 0.000
C 1.8333 -3.9500 -0.0392 -0.005
Si 0.4434 -3.0926 -0.9466 -0.031
C 0.6474 -2.7010 -2.7646 -0.001
C -1.2037 -3.9061 -0.5964 -0.001
H 1.9581 -4.9400 -0.4887 -0.001
H 1.5302 -4.0791 1.0001 0.000
H 2.7843 -3.4301 -0.0561 0.000
H 0.6561 -3.6547 -3.3034 -0.001
H 1.5480 -2.1454 -3.0056 0.000
H -0.2159 -2.1269 -3.1057 0.000
H -1.0881 -4.9540 -0.8998 -0.001
H -2.0138 -3.4546 -1.1619 0.000
H -1.4756 -3.8900 0.4573 0.000
C -1.1101 -5.5590 6.6685 0.000
C -0.5792 -4.2105 7.1589 0.000
C -1.6248 -3.5966 8.0958 0.000
C 0.7181 -4.4651 7.9367 0.000
C -0.3033 -3.2438 6.0048 0.000
C 0.1912 -1.9655 6.2929 0.000
C 0.4676 -1.0191 5.3138 0.001
C 0.2307 -1.4042 4.0107 0.004
O 0.4036 -0.6893 2.8489 0.018
B 0.0082 -1.5435 1.8169 0.082
O -0.4013 -2.7720 2.3446 0.016
C -0.2548 -2.6588 3.7083 0.004
C -0.5348 -3.6005 4.6767 0.000
H -1.2919 -6.2144 7.5212 0.000
H -0.3959 -6.0616 6.0139 0.000
H -2.0531 -5.4518 6.1298 0.000
H -1.8337 -4.2770 8.9243 0.000
H -2.5602 -3.4078 7.5670 0.000
H -1.2835 -2.6520 8.5197 0.000
H 0.5340 -5.1539 8.7634 0.000
H 1.1250 -3.5442 8.3547 0.000
H 1.4791 -4.9036 7.2892 0.000
H 0.3705 -1.6932 7.3248 0.000
H 0.8476 -0.0391 5.5625 0.000
H -0.9159 -4.5691 4.3936 0.000
```